No. 1
Here is a gas-phase ion, C4H14N3 (charge +1) from the OMol25 dataset. Energies are from the ωB97M-V functional and the def2-TZVPD basis.

Structure (XYZ):
```
21
C4H14N3 (the ωB97M-V functional and the def2-TZVPD basis)
H -3.54 -0.33 0.21
H -2.07 -1.79 1.66
N 0.94 2.09 0.06
H 2.13 -0.97 -0.20
C -1.68 -1.01 1.02
H -1.51 -0.07 1.54
C -0.37 -1.39 0.36
H -2.63 -1.27 -0.84
H 2.79 1.67 -0.90
H -0.34 -0.34 -1.41
H 1.65 -0.22 -1.82
C 2.12 1.17 -0.20
H 0.96 2.45 1.00
H -0.35 -2.40 0.00
H 0.99 2.91 -0.54
H 2.61 1.05 0.77
H 0.39 -1.44 1.15
C 1.59 -0.21 -0.73
N 0.12 -0.30 -0.50
H 0.11 1.35 -0.08
N -2.62 -0.64 -0.05
```

Lowest unoccupied orbital energy (eV): -3.19
Total energy (Ha): -324.80751
Kohn-Sham gap (eV): 9.2
SMILES: NCCNCC[NH3+]
Highest occupied orbital energy (eV): -12.4
Relative energy (zero: lowest compared OMol25 entry of this formula, charge and spin) (kJ/mol): 150.5
Charge: +1
Multiplicity: 1

---

No. 2
Here is 2 unconnected molecules or ions with the total composition C9H14O from the OMol25 dataset. Energies are from the ωB97M-V functional and the def2-TZVPD basis.

Structure (XYZ):
```
24
C9H14O (the ωB97M-V functional and the def2-TZVPD basis)
H 1.62 0.72 -0.70
H 2.65 1.99 -1.18
C -2.35 -0.59 -0.98
C -1.73 -2.17 0.71
H -1.15 2.24 -0.33
H -0.06 -1.65 1.99
C -0.64 -0.10 0.60
C 2.66 1.04 -0.65
C -0.98 1.58 -1.14
C -0.77 -1.31 1.26
H 3.82 0.44 1.09
H 3.25 0.35 -1.23
C -1.36 0.26 -0.53
H -2.32 -3.42 2.08
C 3.20 1.25 0.77
H 3.81 2.15 0.84
H -3.36 -2.51 -0.54
O -1.85 -3.46 1.25
H 0.05 0.62 1.03
H 0.04 1.62 -1.49
H -1.38 1.97 -2.08
C -2.58 -1.79 -0.30
H -2.90 -0.51 -1.91
H 2.36 1.26 1.45
```

Lowest unoccupied orbital energy (eV): 0.91
Total energy (Ha): -426.53855
Kohn-Sham gap (eV): 9.8
SMILES: Cc1ccc(O)cc1.CC
Highest occupied orbital energy (eV): -8.8
Relative energy (zero: lowest compared OMol25 entry of this formula, charge and spin) (kJ/mol): 89.9
Charge: 0
Multiplicity: 1

---

No. 3
Here is C5H7FSi in the gas phase from the OMol25 dataset. Energies are from the ωB97M-V functional and the def2-TZVPD basis.

Structure (XYZ):
```
14
C5H7FSi (the ωB97M-V functional and the def2-TZVPD basis)
H -0.20 -1.64 -2.43
H 1.00 -0.45 -2.71
C -1.53 0.60 1.71
C 1.51 0.70 0.16
H -2.52 0.55 2.32
C 0.12 -0.60 -2.05
F 0.87 -2.10 0.22
Si 0.24 -0.62 -0.13
H -0.68 0.06 -2.52
C 2.24 1.57 0.52
H 2.88 2.33 0.83
H -1.65 -1.42 1.43
C -1.23 -0.48 1.08
H -1.04 1.51 1.57
```

Lowest unoccupied orbital energy (eV): 0.92
Total energy (Ha): -584.05148
Kohn-Sham gap (eV): 11.3
SMILES: C#C[Si@@](C)(F)C=C
Highest occupied orbital energy (eV): -10.4
Relative energy (zero: lowest compared OMol25 entry of this formula, charge and spin) (kJ/mol): 16.4
Charge: 0
Multiplicity: 1

---

- Number 3 is which compound?
  C5H7FSi

---

- Which value of lowest unoccupied orbital energy does entry 1 give?
  -3.19 eV

---

What did the third record say?
Here is C5H7FSi in the gas phase from the OMol25 dataset. Energies are from the ωB97M-V functional and the def2-TZVPD basis.

Structure (XYZ):
```
14
C5H7FSi (the ωB97M-V functional and the def2-TZVPD basis)
H -0.20 -1.64 -2.43
H 1.00 -0.45 -2.71
C -1.53 0.60 1.71
C 1.51 0.70 0.16
H -2.52 0.55 2.32
C 0.12 -0.60 -2.05
F 0.87 -2.10 0.22
Si 0.24 -0.62 -0.13
H -0.68 0.06 -2.52
C 2.24 1.57 0.52
H 2.88 2.33 0.83
H -1.65 -1.42 1.43
C -1.23 -0.48 1.08
H -1.04 1.51 1.57
```

Lowest unoccupied orbital energy (eV): 0.92
Total energy (Ha): -584.05148
Kohn-Sham gap (eV): 11.3
SMILES: C#C[Si@@](C)(F)C=C
Highest occupied orbital energy (eV): -10.4
Relative energy (zero: lowest compared OMol25 entry of this formula, charge and spin) (kJ/mol): 16.4
Charge: 0
Multiplicity: 1